# 1
Entry from OMol25: a molecular structure, C19H24BN3O2Re (ωB97M-V with the def2-TZVPD basis set).

Each line ends with the natural charge from an NBO analysis.
Atoms and positions in Å:
1 Re -0.24 -0.08 -0.34  1.18
2 C 0.87 2.50 1.42  -0.41
3 N -0.33 1.64 1.34  -0.49
4 C -1.51 2.53 1.18  -0.42
5 C -0.50 0.89 2.60  -0.27
6 C -1.40 -0.30 2.38  0.06
7 C -2.28 -0.72 3.37  -0.23
8 C -3.06 -1.85 3.16  -0.14
9 C -2.97 -2.56 1.98  -0.21
10 C -2.10 -2.15 0.99  -0.17
11 C -1.32 -0.99 1.15  -0.30
12 H 0.76 3.22 2.23  0.21
13 H 1.00 3.03 0.48  0.24
14 H 1.76 1.89 1.60  0.20
15 H -1.57 3.20 2.03  0.20
16 H -2.42 1.94 1.12  0.22
17 H -1.41 3.12 0.27  0.23
18 H -0.89 1.55 3.38  0.22
19 H 0.49 0.56 2.94  0.20
20 H -2.35 -0.17 4.30  0.23
21 H -3.75 -2.17 3.93  0.24
22 H -3.58 -3.45 1.82  0.24
23 H -2.02 -2.72 0.07  0.22
24 N 1.34 -1.20 0.84  -0.75
25 C 2.64 -1.12 0.15  -0.35
26 C 2.71 0.18 -0.63  0.77
27 O 3.71 0.69 -1.03  -0.51
28 O 1.49 0.70 -0.78  -0.66
29 H 1.42 -0.83 1.78  0.40
30 H 1.03 -2.16 0.95  0.42
31 H 2.71 -1.94 -0.56  0.24
32 H 3.49 -1.19 0.83  0.25
33 B -3.51 2.41 -2.53  -0.62
34 C -2.36 1.65 -1.87  0.62
35 N -1.52 1.05 -1.32  -0.67
36 H -4.48 1.85 -2.05  0.08
37 H -3.43 2.22 -3.71  0.07
38 H -3.42 3.56 -2.17  0.06
39 C -0.37 -1.39 -1.49  0.27
40 C -0.60 -2.41 -2.46  -0.19
41 C 0.48 -2.97 -3.15  -0.15
42 C 0.25 -3.94 -4.10  -0.20
43 C -1.06 -4.35 -4.37  -0.13
44 C -2.13 -3.78 -3.69  -0.20
45 C -1.91 -2.81 -2.73  -0.15
46 H 1.49 -2.63 -2.95  0.22
47 H 1.07 -4.38 -4.64  0.24
48 H -1.24 -5.11 -5.12  0.24
49 H -3.14 -4.09 -3.92  0.24
50 H -2.74 -2.35 -2.21  0.23

Output
- net charge = +1
- highest occupied orbital energy (eV) = -12.448
- E_tot (eV) = -31457.0656
- LUMO level (eV) = -5.303
- strongest force on any atom (eV Å⁻¹) = 0.13
- ΔE to the lowest compared entry with this formula, charge and spin (eV) = 0.000



# 2
Entry from OMol25: 7 unconnected molecules or ions with the total composition C28H72IN6O6P (ωB97M-V with the def2-TZVPD basis set).

Each line ends with the Mulliken charge.
Atoms and positions in Å:
1 H -4.56 0.87 -1.37  0.28
2 N -3.85 1.02 -0.65  -0.66
3 C -3.56 2.26 -0.64  0.15
4 N -2.65 2.74 0.30  -0.42
5 N -4.11 3.25 -1.50  -0.38
6 C -3.63 3.22 -2.88  -0.28
7 C -2.33 4.04 -3.05  -1.20
8 C -1.14 3.31 -3.70  1.19
9 C -1.50 2.42 -4.90  -1.18
10 P -1.66 0.63 -4.46  0.02
11 I -1.18 -0.53 -6.56  -0.23
12 C -0.21 0.24 -3.37  -0.45
13 C -0.64 0.37 -1.91  0.65
14 C 0.50 0.10 -0.95  -1.39
15 C 1.60 1.17 -0.96  -0.64
16 N 1.00 2.48 -0.68  0.18
17 C 1.74 3.30 0.17  0.04
18 N 1.01 4.43 0.63  -0.53
19 N 2.93 3.06 0.53  -0.56
20 H 3.25 3.75 1.20  0.28
21 H -2.37 1.95 0.88  0.39
22 H -1.82 3.11 -0.16  0.01
23 H -5.12 3.26 -1.45  0.35
24 H -3.54 2.21 -3.28  0.23
25 H -4.39 3.71 -3.47  0.35
26 H -2.51 4.95 -3.59  0.41
27 H -2.02 4.35 -2.06  0.46
28 H -0.58 2.76 -2.96  -1.31
29 H -0.47 4.08 -4.07  0.55
30 H -0.76 2.55 -5.68  0.64
31 H -2.45 2.73 -5.33  0.43
32 H 0.68 0.81 -3.62  0.09
33 H 0.02 -0.80 -3.57  0.61
34 H -1.43 -0.33 -1.72  0.63
35 H -1.04 1.36 -1.71  -0.77
36 H 0.94 -0.87 -1.12  0.46
37 H 0.08 0.10 0.06  0.35
38 H 2.32 0.87 -0.21  0.64
39 H 2.06 1.12 -1.94  0.10
40 H 0.87 2.98 -1.56  0.09
41 H 1.64 5.22 0.68  0.27
42 H 0.30 4.68 -0.06  0.21
43 C 5.15 -0.48 -5.06  -1.34
44 C 3.93 0.35 -4.70  0.69
45 C 3.84 1.61 -5.54  -1.33
46 O 3.96 0.69 -3.31  -0.47
47 H 6.07 0.09 -4.87  0.28
48 H 5.20 -1.37 -4.45  0.22
49 H 5.14 -0.78 -6.11  0.40
50 H 3.03 -0.25 -4.84  0.21
51 H 4.71 2.25 -5.38  0.35
52 H 2.96 2.19 -5.27  0.29
53 H 3.78 1.37 -6.61  0.39
54 H 4.75 1.22 -3.15  0.29
55 C 0.04 0.96 4.47  -1.01
56 C 1.46 1.51 4.46  0.40
57 C 1.55 2.81 5.24  -1.35
58 O 1.91 1.71 3.12  -0.42
59 H -0.64 1.67 3.99  0.30
60 H -0.01 0.02 3.91  0.26
61 H -0.31 0.77 5.48  0.28
62 H 2.14 0.77 4.90  0.30
63 H 0.91 3.57 4.78  0.32
64 H 2.57 3.20 5.22  0.34
65 H 1.24 2.68 6.27  0.39
66 H 1.33 2.35 2.70  0.21
67 C 8.75 -3.70 -2.41  -1.28
68 C 8.37 -2.37 -3.04  0.33
69 C 7.99 -1.34 -1.99  -1.18
70 O 7.29 -2.55 -3.96  -0.51
71 H 7.90 -4.11 -1.85  0.34
72 H 9.01 -4.43 -3.17  0.31
73 H 9.59 -3.59 -1.72  0.39
74 H 9.21 -2.00 -3.63  0.27
75 H 7.12 -1.67 -1.42  0.32
76 H 7.72 -0.39 -2.46  0.25
77 H 8.81 -1.16 -1.29  0.40
78 H 6.54 -2.88 -3.47  0.36
79 C -5.66 1.65 -9.46  -1.34
80 C -5.00 0.83 -8.36  0.64
81 C -4.40 -0.46 -8.91  -1.22
82 O -5.94 0.54 -7.33  -0.55
83 H -6.48 1.08 -9.91  0.34
84 H -6.07 2.57 -9.06  0.33
85 H -4.94 1.90 -10.25  0.36
86 H -4.21 1.42 -7.89  0.11
87 H -5.18 -1.09 -9.34  0.38
88 H -3.94 -1.03 -8.10  0.26
89 H -3.65 -0.26 -9.67  0.34
90 H -6.65 0.02 -7.72  0.34
91 C -2.18 -2.31 8.39  -1.26
92 C -1.55 -1.92 7.06  0.45
93 C -0.57 -2.98 6.58  -1.30
94 O -0.89 -0.66 7.17  -0.50
95 H -1.41 -2.41 9.16  0.32
96 H -2.88 -1.54 8.72  0.35
97 H -2.71 -3.26 8.32  0.31
98 H -2.34 -1.79 6.31  0.25
99 H 0.25 -3.09 7.30  0.34
100 H -0.12 -2.68 5.63  0.31
101 H -1.05 -3.95 6.46  0.38
102 H -0.19 -0.75 7.83  0.31
103 C -5.11 -5.54 11.27  -1.31
104 C -3.80 -5.81 10.55  0.49
105 C -3.04 -6.96 11.21  -1.33
106 O -2.99 -4.63 10.53  -0.47
107 H -4.93 -5.24 12.30  0.35
108 H -5.64 -4.72 10.78  0.32
109 H -5.76 -6.42 11.27  0.38
110 H -4.00 -6.06 9.51  0.24
111 H -2.79 -6.70 12.24  0.35
112 H -2.10 -7.14 10.69  0.33
113 H -3.62 -7.88 11.21  0.37
114 H -2.80 -4.39 11.44  0.30

Output
- highest occupied orbital energy (eV) = -8.272
- SMILES = [H]/N=C(/N)NCCCCP(I)CCCCN/C(N)=N/[H].CC(C)O.CC(C)O.CC(C)O.CC(C)O.CC(C)O.CC(C)O
- E_tot (eV) = -68818.9784
- LUMO level (eV) = 0.419
- strongest force on any atom (eV Å⁻¹) = 1.57
- ΔE to the lowest compared entry with this formula, charge and spin (eV) = 0.518



# 3
Entry from OMol25: 2 unconnected molecules or ions with the total composition C4H13N2OS (ωB97M-V with the def2-TZVPD basis set).

Each line ends with the natural charge from an NBO analysis.
Atoms and positions in Å:
1 C 1.87 0.10 -1.17  -0.44
2 N 0.42 0.35 -1.13  -0.67
3 C 0.09 1.18 0.23  -0.07
4 C 0.00 2.67 -0.11  -0.57
5 S 1.69 3.38 -0.59  -0.75
6 C -1.24 0.65 0.76  -0.22
7 N -1.54 0.86 2.21  -0.85
8 H 2.64 1.04 -0.91  0.23
9 H 1.98 -0.58 -0.34  0.16
10 H 2.21 -0.45 -2.08  0.17
11 H 0.01 0.87 -1.94  0.35
12 H 0.94 0.89 0.91  0.20
13 H -0.30 3.37 0.66  0.20
14 H -0.55 3.07 -0.93  0.21
15 H -1.26 -0.49 0.70  0.17
16 H -2.01 1.05 0.17  0.18
17 H -2.27 1.47 2.31  0.34
18 H -0.82 1.22 2.74  0.35
19 H -1.13 -6.36 -0.10  0.49
20 H -0.09 -7.14 -1.07  0.48
21 O -0.63 -7.16 -0.32  -0.97

Output
- net charge = -1
- highest occupied orbital energy (eV) = -2.375
- E_tot (eV) = -20220.6100
- LUMO level (eV) = 2.706
- strongest force on any atom (eV Å⁻¹) = 3.49
- ΔE to the lowest compared entry with this formula, charge and spin (eV) = 2.323



# 4
Entry from OMol25: 2 unconnected molecules or ions with the total composition CH4N2OS (ωB97M-V with the def2-TZVPD basis set).

Each line ends with the natural charge from an NBO analysis.
Atoms and positions in Å:
1 C 0.64 -0.74 0.32  -0.68
2 N -1.47 1.35 -0.77  -0.38
3 N -0.50 0.98 -1.36  -0.22
4 O 2.41 -2.01 1.56  -0.91
5 S 1.79 -1.93 0.25  1.18
6 H 0.62 0.00 1.04  0.21
7 H -1.23 1.78 0.22  0.28
8 H -2.46 1.03 -0.77  0.33
9 H 0.20 -0.45 -0.50  0.19

Output
- highest occupied orbital energy (eV) = -8.685
- E_tot (eV) = -16959.4508
- LUMO level (eV) = -0.290
- strongest force on any atom (eV Å⁻¹) = 5.98
- ΔE to the lowest compared entry with this formula, charge and spin (eV) = 5.738